1.
Here is C56H149F3N13O15Pd as an isolated structure at a distorted geometry from the OMol25 dataset. Energies are from ωB97M-V/def2-TZVPD.

```
! wB97M-V def2-TZVPD RIJCOSX def2/J DEFGRID3
* xyz 1 3
Pd 1.1668 -0.3525 -4.5314
C 1.0421 -0.5081 -1.0533
O -0.0574 0.4457 -1.1429
O 1.6710 -0.5339 -2.3343
C 1.8926 -0.2169 0.2394
F 3.0507 -0.9220 0.1783
F 2.1268 1.0974 0.3388
F 1.2064 -0.5483 1.3949
C -1.2563 0.1350 -0.3926
C -2.2660 1.3295 -0.3752
H -2.5358 1.6014 -1.3957
H -3.1672 1.0329 0.1614
H -1.8897 2.2421 0.0870
H -1.1066 -0.0209 0.6758
H -1.7525 -0.7703 -0.7425
H 0.5246 -1.4602 -0.9355
C 4.2992 -8.5580 -3.0574
C 4.4352 -7.2044 -2.4036
C 3.0656 -6.5727 -2.1014
O 3.1264 -5.1950 -1.8219
C 1.8923 -4.5655 -1.4257
N 5.2345 -7.3369 -1.1684
H 5.2919 -8.8882 -3.3634
H 3.6106 -8.6653 -3.8955
H 3.9710 -9.3417 -2.3745
H 4.9850 -6.5069 -3.0355
H 2.5647 -7.0711 -1.2715
H 2.4450 -6.7139 -2.9863
H 2.0016 -3.5155 -1.6969
H 1.6413 -4.7288 -0.3776
H 1.0324 -4.8299 -2.0413
H 6.2286 -7.2782 -1.3373
H 4.9827 -6.5742 -0.5561
C -4.5561 0.9067 -5.9310
C -3.7960 2.2006 -5.4212
C -4.7592 3.4511 -5.1167
O -5.7919 3.2165 -4.1369
C -6.4260 4.4091 -3.7758
N -3.1356 1.8454 -4.2048
H -3.9553 0.0701 -6.2876
H -5.0569 1.2322 -6.8428
H -5.3723 0.5049 -5.3306
H -3.0372 2.4457 -6.1644
H -5.2244 3.8523 -6.0171
H -4.1216 4.2278 -4.6946
H -5.7418 5.2102 -3.4962
H -7.0744 4.2008 -2.9248
H -7.1074 4.6714 -4.5852
H -3.9616 1.8663 -3.6239
H -2.6673 2.6910 -3.9120
C 5.3584 0.7799 0.2818
C 5.5631 1.5134 -1.0626
C 6.8756 1.2457 -1.7576
O 8.0255 1.6145 -0.9725
C 8.0665 2.9649 -0.4275
N 4.5056 0.9185 -1.9155
H 4.5858 1.2407 0.8973
H 6.2767 1.0719 0.7913
H 5.2927 -0.3060 0.2144
H 5.2641 2.5575 -0.9704
H 6.8316 1.8189 -2.6836
H 6.9006 0.2138 -2.1079
H 9.0566 3.3905 -0.5913
H 8.0107 2.8402 0.6539
H 7.3478 3.6740 -0.8383
H 3.6353 0.9187 -1.4031
H 4.4328 1.6509 -2.6072
C 0.1847 -2.7827 5.8798
C 1.6456 -2.4751 5.7488
C 2.1067 -2.1302 4.3092
O 3.4996 -2.0588 4.3405
C 4.1949 -1.8677 3.1040
N 1.9846 -1.4204 6.7983
H -0.0695 -3.1675 6.8674
H -0.2502 -3.3936 5.0887
H -0.3849 -1.8556 5.9431
H 2.2676 -3.3301 6.0136
H 1.6890 -1.1599 4.0405
H 1.7899 -2.8995 3.6049
H 3.8329 -2.4259 2.2406
H 5.1626 -2.3232 3.3139
H 4.2342 -0.8181 2.8127
H 2.4962 -0.6320 6.4284
H 2.5166 -1.7230 7.6017
C 6.2917 -3.9603 -0.6806
C 6.1913 -3.1917 -1.9827
C 6.7141 -3.9509 -3.2564
O 8.0508 -4.3618 -3.1998
C 9.0584 -3.3800 -2.8585
N 4.8184 -2.7743 -2.0770
H 7.2447 -4.4802 -0.5822
H 5.5375 -4.7283 -0.5087
H 6.2418 -3.2223 0.1200
H 6.7158 -2.2493 -1.8248
H 6.6609 -3.3623 -4.1723
H 6.1412 -4.8469 -3.4953
H 10.0760 -3.7570 -2.9606
H 8.9502 -3.0900 -1.8134
H 9.0508 -2.5096 -3.5146
H 4.2769 -3.6162 -2.2115
H 4.4840 -2.4944 -1.1660
C 0.3938 3.1415 -5.1614
C 0.3033 2.5315 -3.7701
C -0.3445 3.4411 -2.7106
O -1.6735 3.9045 -2.9597
C -2.2798 4.7968 -2.0158
N -0.2752 1.1779 -3.8800
H 0.9732 4.0645 -5.1829
H -0.5664 3.5316 -5.4989
H 0.8581 2.5051 -5.9149
H 1.3119 2.4366 -3.3677
H 0.2719 4.3400 -2.6946
H -0.1537 2.9240 -1.7702
H -1.7721 5.7612 -2.0309
H -2.3174 4.4383 -0.9871
H -3.3049 4.9782 -2.3389
H -1.2768 1.3077 -3.8952
H -0.1945 0.8074 -2.9439
C -0.6640 7.1128 0.6196
C 0.6808 6.7491 1.1816
C 1.4409 5.7763 0.2532
O 2.7121 5.3861 0.6994
C 3.3315 4.4537 -0.1909
N 1.4314 7.9567 1.4147
H -0.5421 7.4516 -0.4092
H -1.1357 7.8591 1.2588
H -1.3150 6.2474 0.7438
H 0.4603 6.2831 2.1420
H 1.5614 6.2761 -0.7079
H 0.9123 4.8304 0.1348
H 3.8530 4.9021 -1.0366
H 2.6592 3.6899 -0.5818
H 3.9997 3.8952 0.4646
H 1.5231 8.2551 0.4541
H 2.3864 7.7839 1.6943
C -2.0619 -0.7402 3.4095
C -2.5044 0.5299 4.1936
C -2.2352 1.8419 3.4803
O -2.4066 2.8899 4.3658
C -1.7916 4.1198 3.9509
N -3.9119 0.4666 4.5401
H -2.4624 -1.6139 3.9236
H -0.9917 -0.8793 3.2558
H -2.5845 -0.7273 2.4530
H -1.9614 0.4998 5.1382
H -2.8517 2.0480 2.6054
H -1.2367 1.8525 3.0434
H -2.2815 4.9367 4.4809
H -1.7102 4.3043 2.8797
H -0.8240 3.9283 4.4148
H -4.0762 1.2431 5.1647
H -4.3952 0.7809 3.7107
C -5.4376 4.2053 0.0487
C -5.3516 5.0871 1.1936
C -5.2677 4.3269 2.5241
O -5.3624 5.1345 3.6774
C -6.6368 5.7525 3.8545
N -4.1798 5.9460 1.0017
H -4.4591 3.7310 -0.0269
H -5.7699 4.7250 -0.8499
H -6.1789 3.4334 0.2553
H -6.2621 5.6760 1.0829
H -4.2940 3.8373 2.5107
H -6.1275 3.6569 2.5182
H -6.6113 6.4780 4.6676
H -7.4630 5.0759 4.0727
H -6.9796 6.3506 3.0101
H -4.2435 6.5590 0.2015
H -3.9515 6.5097 1.8081
C -2.3650 -4.1966 2.3177
C -1.8190 -4.0154 0.8534
C -1.3293 -5.3976 0.4284
O -0.2532 -5.9553 1.2763
C -0.0282 -7.3715 1.0467
N -2.9829 -3.6558 0.0057
H -1.5395 -4.2845 3.0241
H -3.0216 -5.0650 2.3713
H -2.9546 -3.3435 2.6532
H -1.0535 -3.2400 0.8244
H -1.0310 -5.5150 -0.6134
H -2.1627 -6.0997 0.4065
H -0.8558 -8.0012 1.3733
H 0.8218 -7.6635 1.6634
H 0.1142 -7.5313 -0.0221
H -3.6412 -4.4102 0.1384
H -2.6807 -3.7832 -0.9496
C 2.3186 2.9742 3.0034
C 2.2270 2.0764 4.2330
C 3.6023 1.7606 4.8083
O 3.5231 0.7936 5.7961
C 4.5722 0.8554 6.7389
N 1.4146 2.7487 5.1919
H 2.6965 3.9701 3.2344
H 1.3333 3.2302 2.6138
H 2.9119 2.5783 2.1791
H 1.6216 1.1948 4.0225
H 4.0878 2.6736 5.1531
H 4.1325 1.3122 3.9681
H 5.4667 0.3334 6.3989
H 4.3184 0.4167 7.7040
H 4.8579 1.8844 6.9572
H 0.4892 2.9276 4.8290
H 1.1358 2.0414 5.8568
C -7.6801 -2.2408 1.1893
C -6.2287 -2.4073 0.7878
C -5.3425 -1.1294 0.9746
O -5.7434 0.0819 0.3462
C -5.4138 0.1106 -1.0133
N -5.7804 -3.5437 1.5002
H -8.3177 -3.1114 1.0353
H -8.1080 -1.4114 0.6263
H -7.8110 -2.0361 2.2519
H -6.2418 -2.7955 -0.2307
H -4.3406 -1.3675 0.6174
H -5.2513 -0.8068 2.0118
H -4.3720 -0.1126 -1.2433
H -5.4717 1.1304 -1.3937
H -6.0368 -0.5822 -1.5788
H -4.8320 -3.7601 1.2285
H -5.6714 -3.2970 2.4735
C -2.5658 -1.5844 -3.6205
C -1.3654 -2.5243 -3.5370
C -1.7106 -4.0964 -3.8094
O -2.5549 -4.5315 -2.7043
C -3.5146 -5.4591 -3.0827
N -0.3855 -2.0230 -4.5676
H -2.3404 -0.6428 -3.1197
H -3.3529 -2.0633 -3.0381
H -3.0103 -1.3058 -4.5760
H -0.8752 -2.4873 -2.5642
H -0.8543 -4.7675 -3.8765
H -2.2669 -4.2300 -4.7372
H -3.1202 -6.2814 -3.6797
H -4.2692 -4.9156 -3.6513
H -3.9796 -5.8786 -2.1906
H 0.2689 -2.7836 -4.6836
H -0.8791 -2.0267 -5.4488
*
```

ΔE to the lowest compared entry with this formula, charge and spin = 299.18 kJ/mol
<S²> = 2.010
gap between HOMO and LUMO (spin up / spin down) = 6.1 / 4.1 eV

2.
Here is a 16-piece molecular cluster, C56H150N6O32 overall at a distorted geometry from the OMol25 dataset. Energies are from ωB97M-V/def2-TZVPD.

```
! wB97M-V def2-TZVPD RIJCOSX def2/J DEFGRID3
* xyz 0 1
C -2.1660 3.2355 -2.3564
O -1.0104 2.7740 -1.6234
C -1.2544 2.0924 -0.4354
C 0.1223 1.5661 -0.0197
N 0.0354 0.6649 1.1444
C -0.3310 -0.7454 0.8344
C 0.6858 -1.5780 0.0193
O 1.8064 -2.0858 0.7918
C 1.4861 -2.9235 1.8840
H -2.8527 3.6479 -1.6171
H -2.5412 2.3735 -2.9079
H -1.7977 3.9966 -3.0444
H -1.9175 1.2674 -0.6958
H -1.6873 2.7473 0.3207
H 0.6502 2.4841 0.2386
H 0.7778 1.2492 -0.8308
H -0.6868 1.0061 1.7625
H -1.3407 -0.8800 0.4464
H -0.3110 -1.0102 1.8916
H 1.1471 -1.0916 -0.8402
H 0.1849 -2.4324 -0.4359
H 0.4092 -3.0233 2.0198
H 1.7913 -2.5998 2.8790
H 1.6946 -3.9666 1.6461
C 4.0604 -0.8467 5.2409
O 5.0536 -1.7369 4.6832
C 4.4680 -3.0700 4.5101
C 5.5828 -4.1306 4.5172
N 6.4506 -3.9591 5.7041
C 7.6987 -4.6897 5.6417
C 8.4034 -4.5524 6.9788
O 8.8928 -3.2000 7.2134
C 9.5277 -3.1034 8.4762
H 4.4780 0.1593 5.2004
H 3.7715 -1.1909 6.2340
H 3.2037 -0.7960 4.5690
H 3.9385 -3.2058 3.5671
H 3.9069 -3.2412 5.4288
H 6.2443 -4.0131 3.6589
H 5.1174 -5.1105 4.6232
H 6.5630 -2.9761 5.9070
H 8.3650 -4.4424 4.8152
H 7.4993 -5.7575 5.5514
H 9.2535 -5.2324 6.9224
H 7.7369 -4.9490 7.7447
H 9.8918 -2.0999 8.6967
H 10.2926 -3.8799 8.4791
H 8.8632 -3.3476 9.3050
C -2.9607 6.2101 1.0749
O -2.4918 6.2688 2.4389
C -2.2608 4.9917 2.9957
C -1.3661 5.2632 4.1750
N -0.0980 5.9390 3.7480
C 0.8659 5.0078 3.1464
C 1.7692 5.7327 2.1195
O 0.9821 6.3127 1.1104
C 0.9110 5.5309 -0.0157
H -3.8611 5.6066 0.9605
H -2.3054 5.7001 0.3688
H -3.1770 7.2385 0.7857
H -1.7963 4.3413 2.2546
H -3.2037 4.5312 3.2909
H -1.1683 4.4084 4.8219
H -1.8776 6.0352 4.7498
H -0.3722 6.2878 2.8406
H 0.4424 4.1229 2.6714
H 1.4539 4.6158 3.9762
H 2.4725 4.9884 1.7460
H 2.3690 6.4889 2.6260
H 1.7932 4.9102 -0.1726
H 1.0692 6.1870 -0.8716
H 0.0127 5.0344 -0.3826
C 9.6719 -8.2113 -3.4482
O 8.4280 -7.6952 -2.9783
C 7.2782 -8.5045 -3.3195
C 6.1367 -8.6025 -2.3287
N 5.2073 -7.4698 -2.4016
C 5.7883 -6.1815 -2.1063
C 4.8672 -5.0909 -1.5152
O 5.4222 -3.8016 -1.5628
C 4.5656 -2.7263 -1.1544
H 9.9467 -9.1667 -3.0013
H 10.4476 -7.4873 -3.1989
H 9.7416 -8.4446 -4.5107
H 7.6165 -9.5329 -3.4460
H 6.8807 -8.2338 -4.2977
H 6.6011 -8.6303 -1.3429
H 5.5415 -9.5033 -2.4780
H 4.7557 -7.7859 -1.5553
H 6.2433 -5.7948 -3.0182
H 6.6730 -6.2455 -1.4728
H 4.6601 -5.4047 -0.4921
H 3.9700 -4.9783 -2.1238
H 4.3052 -2.6618 -0.0979
H 3.6370 -2.6616 -1.7215
H 5.2219 -1.8734 -1.3271
C -5.6778 -2.7959 2.5107
O -5.7739 -1.7348 1.5482
C -4.6363 -1.6524 0.6792
C -4.7453 -0.3942 -0.3307
N -4.9243 0.8238 0.4987
C -5.3224 1.9728 -0.2904
C -5.6588 3.1147 0.7429
O -6.6461 4.0145 0.2559
C -7.0118 5.0213 1.2003
H -4.7559 -2.8036 3.0921
H -5.7835 -3.8108 2.1272
H -6.4770 -2.7584 3.2510
H -4.5374 -2.6506 0.2528
H -3.7663 -1.5723 1.3311
H -5.5224 -0.6239 -1.0597
H -3.8071 -0.3630 -0.8847
H -5.5273 0.6390 1.2876
H -6.2944 1.7482 -0.7295
H -4.5924 2.3078 -1.0272
H -4.7914 3.5704 1.2205
H -6.0741 2.4895 1.5334
H -7.8329 5.6651 0.8849
H -6.1336 5.5939 1.4987
H -7.3931 4.4927 2.0740
C -3.5961 11.7304 -6.1855
O -4.2423 11.0402 -5.1362
C -4.5557 11.8819 -4.0251
C -5.2848 11.1755 -2.8394
N -4.2350 10.4181 -2.1574
C -4.6012 9.8354 -0.8371
C -5.3487 8.5356 -0.9537
O -4.5105 7.5202 -1.5845
C -5.1421 6.2879 -1.7755
H -3.6169 11.1178 -7.0868
H -2.5407 11.9385 -6.0092
H -4.1231 12.6707 -6.3476
H -5.1980 12.7061 -4.3354
H -3.6172 12.3584 -3.7417
H -5.9861 10.4381 -3.2298
H -5.7883 11.9294 -2.2343
H -3.7604 9.8247 -2.8227
H -4.9928 10.5631 -0.1263
H -3.6143 9.5775 -0.4529
H -6.3121 8.7001 -1.4363
H -5.4950 8.2394 0.0850
H -5.3797 5.7223 -0.8745
H -4.5162 5.6219 -2.3694
H -6.0103 6.5583 -2.3765
C -1.3608 -4.4538 4.3736
C -1.0508 -3.3704 5.3947
O -1.9064 -3.6298 6.4874
O -1.1395 -5.7661 4.9364
H -0.7501 -4.3633 3.4753
H -2.4005 -4.3809 4.0544
H -1.1004 -2.3655 4.9755
H -0.0198 -3.5045 5.7220
H -1.8156 -4.5475 6.7542
H -1.9613 -6.0869 5.3151
C -3.6725 2.4929 -6.0160
C -3.3854 1.2499 -6.7920
O -3.6816 1.3295 -8.1521
O -5.0526 2.6521 -5.8417
H -3.2540 3.3522 -6.5400
H -3.3086 2.4528 -4.9894
H -3.8759 0.4088 -6.3020
H -2.3383 1.0147 -6.6013
H -2.8313 1.4888 -8.5684
H -5.5698 2.9222 -6.6041
C -2.4707 -5.6205 0.6693
C -1.5781 -6.3892 -0.3325
O -1.6962 -5.8014 -1.5805
O -2.1072 -4.2920 0.6634
H -2.3376 -6.0489 1.6627
H -3.5337 -5.6872 0.4375
H -1.9256 -7.4223 -0.3344
H -0.5513 -6.5461 -0.0022
H -2.5686 -5.9001 -1.9687
H -2.0949 -3.8896 -0.2082
C -1.8917 -2.2362 -2.6246
C -2.7569 -1.4092 -3.5340
O -3.4299 -2.4008 -4.3133
O -2.6873 -2.8670 -1.7101
H -1.2793 -1.5059 -2.0957
H -1.1692 -2.9138 -3.0795
H -2.2136 -0.8532 -4.2981
H -3.5436 -0.8278 -3.0532
H -2.9261 -2.3422 -5.1284
H -3.3174 -3.3989 -2.2017
C 1.7035 0.1069 -4.2927
C 2.6870 0.9861 -3.4185
O 2.5938 2.2971 -3.8554
O 0.3580 0.4949 -4.0699
H 1.7948 -0.9654 -4.1198
H 1.8674 0.3064 -5.3517
H 3.6935 0.5749 -3.4959
H 2.3466 0.8783 -2.3887
H 3.4273 2.7130 -3.6231
H 0.3433 1.4468 -4.1930
C 1.8970 -7.4720 1.8025
C 2.2774 -7.6128 0.2934
O 3.6054 -8.0758 0.1704
O 1.9660 -8.6139 2.6422
H 0.8962 -7.0417 1.8388
H 2.5498 -6.7255 2.2548
H 2.1214 -6.6631 -0.2182
H 1.6061 -8.3229 -0.1897
H 3.6948 -8.8594 0.7177
H 2.8934 -8.8619 2.6401
C 1.1941 -5.1576 -3.1427
C 1.3558 -6.6777 -3.2702
O 0.2023 -7.4354 -2.9983
O 1.0528 -4.8243 -1.7839
H 0.3448 -4.7426 -3.6855
H 2.0603 -4.6192 -3.5273
H 2.1292 -7.0487 -2.5977
H 1.7202 -6.9766 -4.2531
H -0.2979 -6.9252 -2.3571
H 0.1161 -4.8114 -1.5741
C 0.2424 4.6686 -5.2227
C 0.3770 5.5535 -3.9900
O -0.0106 6.8934 -4.1143
O -1.1303 4.4940 -5.6115
H 0.5504 3.6540 -4.9700
H 0.9426 5.0149 -5.9829
H 1.4488 5.4824 -3.8046
H -0.0748 5.1731 -3.0739
H -0.9561 6.9673 -3.9654
H -1.4592 5.3605 -5.8620
C -4.4493 1.3757 4.2837
C -2.9258 1.0890 3.9662
O -2.5306 1.1507 2.5967
O -5.1594 0.3799 3.5778
H -4.7979 2.3444 3.9257
H -4.6242 1.3215 5.3582
H -2.7031 0.0729 4.2918
H -2.2691 1.6669 4.6165
H -3.2998 0.9354 2.0641
H -5.0481 -0.4169 4.1017
C 3.2779 1.5748 2.3413
C 4.0264 0.4023 1.7155
O 3.4377 -0.0527 0.5092
O 2.0332 1.2232 2.9731
H 3.1212 2.2856 1.5300
H 3.9508 2.0798 3.0343
H 4.2616 -0.4873 2.2998
H 5.0406 0.6691 1.4183
H 2.8373 -0.8003 0.5571
H 1.4309 0.8621 2.3186
*
```

ΔE to the lowest compared entry with this formula, charge and spin = 0.00 kJ/mol
gap between HOMO and LUMO = 8.3 eV